Density functional theory data (ωB97M-V with the def2-TZVPD basis set) for one molecule with the formula C5H10BNO3.

```
! wB97M-V def2-TZVPD RIJCOSX def2/J DEFGRID3
* xyz 0 1
H -4.076 -1.631 -0.525
H 0.467 0.144 -0.369
O 3.592 -0.572 -1.256
H -3.277 -1.160 1.113
C -1.024 -1.300 -0.148
H 2.331 0.747 1.665
H -1.960 0.619 -0.387
O -1.128 -2.463 0.102
O 1.630 -2.644 0.325
H -2.398 -0.582 -1.681
C 3.392 0.364 1.207
H -4.187 0.101 0.071
H 3.901 1.350 1.034
N 0.256 -0.732 -0.092
C -2.203 -0.489 -0.619
H 4.042 -0.140 1.821
B 2.972 -0.516 -0.048
H 4.510 -0.085 -1.369
C -3.596 -0.821 0.072
C 1.432 -1.480 0.088
*
```

- DFT total energy: -501.8614 Ha
- Structure (SMILES): CCC(=O)NC(=O)B(C)O
- Kohn-Sham gap: 8.836 eV
- Lowest unoccupied orbital energy: 0.175 eV

Population analysis type Löwdin, resulting atomic charges in e: 0.08 0.08 0.11 0.09 -0.47 0.12 0.13 0.12 0.09 0.11 -0.02 0.06 0.07 0.16 -0.16 0.02 -0.35 0.17 -0.08 -0.32

=====

Density functional theory data (ωB97M-V with the def2-TZVPD basis set) for C21H15Cl5N2O4SSiTi as an isolated structure.

```
! wB97M-V def2-TZVPD RIJCOSX def2/J DEFGRID3
* xyz -2 1
H 1.409 1.127 0.721
C -2.339 -4.734 0.239
Si -3.950 1.612 3.054
C -2.451 0.574 2.613
C 2.780 -0.450 1.169
C -3.474 3.427 3.005
C -1.668 0.057 3.634
H -1.932 0.261 4.667
H 4.084 -2.130 1.253
Cl 0.357 -4.652 0.666
C -2.425 -2.181 -0.788
S -2.758 0.870 -0.162
C 1.996 0.315 0.311
C 3.489 -1.499 0.607
C -2.019 0.304 1.294
H -5.367 1.692 5.088
C -5.457 1.331 1.980
O 3.417 -1.038 3.368
C 1.977 0.021 -1.049
H 0.600 -1.626 1.798
Cl -5.018 -5.110 -0.011
H -2.672 3.638 3.717
C -3.562 -4.179 -0.167
H -4.324 4.073 3.241
Cl -0.508 -1.677 -3.164
N -0.933 -0.459 1.072
H -5.622 0.270 1.783
C -1.235 -2.726 -0.404
Cl -2.300 -6.339 0.893
C -3.598 -2.882 -0.677
N 2.686 -0.975 -1.594
O 1.650 1.514 -2.882
H -4.613 0.101 4.921
H -6.335 1.735 2.495
O -0.141 0.906 -1.688
H -3.680 1.462 5.551
C 3.407 -1.718 -0.762
H -5.356 1.823 1.014
O 2.229 0.859 3.059
C -1.166 -3.988 0.125
C -0.235 -0.997 2.078
Cl -5.127 -2.171 -1.140
C -4.440 1.175 4.821
H 3.953 -2.540 -1.217
C 2.812 -0.179 2.692
H 0.072 -1.121 4.182
C 1.141 0.883 -1.984
H -3.110 3.692 2.010
Ti -0.956 -0.752 -1.060
C -0.551 -0.739 3.387
*
```

- DFT total energy: -5058.0968 Ha
- Kohn-Sham gap: 7.016 eV
- Lowest unoccupied orbital energy: 4.083 eV

Population analysis type Löwdin, resulting atomic charges in e: 0.13 -0.70 0.51 -0.24 -0.14 -0.18 -0.07 0.09 0.10 0.63 -0.33 0.68 0.02 -0.02 -0.71 0.02 -0.20 -0.07 -0.23 0.11 0.61 0.03 -0.70 0.02 0.07 -0.08 0.03 -0.29 0.62 -0.69 0.12 0.07 0.03 0.02 -0.26 0.02 -0.14 0.01 -0.05 -0.69 -0.10 0.61 -0.20 0.09 -0.71 0.11 -0.62 0.03 0.67 -0.04

=====

Density functional theory data (ωB97M-V with the def2-TZVPD basis set) for C7H10N2 as an isolated structure.

```
! wB97M-V def2-TZVPD RIJCOSX def2/J DEFGRID3
* xyz 0 1
C -1.783 0.102 -0.859
C -0.678 0.455 1.119
H 0.324 2.801 -1.098
N 0.253 -0.426 -0.796
H 1.697 -1.958 -1.191
H -2.693 0.095 -0.093
C 0.353 2.116 -0.104
N 2.378 -0.305 0.338
C 1.458 -0.944 -0.387
H -1.250 -1.597 1.885
H -1.148 -2.282 -0.536
H -1.969 0.121 -1.953
H 3.404 -0.784 0.282
H -0.049 0.962 2.011
H 0.247 3.274 0.642
H 1.556 1.705 0.065
C -0.440 0.816 -0.260
C -0.894 -1.214 -0.194
C -1.104 -0.867 1.219
*
```

- DFT total energy: -381.9316 Ha
- Kohn-Sham gap: 9.525 eV
- Lowest unoccupied orbital energy: 0.846 eV

Population analysis type Löwdin, resulting atomic charges in e: 0.04 -0.11 0.07 -0.07 0.18 0.13 -0.11 0.04 -0.31 0.06 0.16 0.09 0.10 0.16 0.17 0.12 -0.46 -0.22 -0.04

=====

Density functional theory data (ωB97M-V with the def2-TZVPD basis set) for C10H27ClIOP2Y as an isolated structure.

```
! wB97M-V def2-TZVPD RIJCOSX def2/J DEFGRID3
* xyz 2 1
I -0.671 -2.676 -1.960
Y -1.231 0.201 2.151
H -0.120 -1.026 -5.316
H -1.100 0.309 4.669
C 0.856 3.483 3.413
O 0.390 -0.741 1.125
H 1.890 0.906 5.020
P 0.440 1.735 3.281
H -3.326 0.315 -2.226
H 1.695 -0.309 3.700
P -1.291 -0.344 -3.334
C 0.387 -0.240 -2.561
H 0.572 -3.478 1.622
C 1.296 -1.634 0.859
C -0.945 1.396 4.478
H -3.673 -0.684 -3.682
C 1.814 0.762 3.934
C 1.418 -2.816 1.703
H 3.116 -2.193 -0.042
H 2.317 -3.330 1.381
H -0.534 1.672 -4.394
C -0.960 -1.458 -4.740
C 2.250 -1.540 -0.282
H 1.544 -2.582 2.766
H 2.699 -0.543 -0.459
H 0.802 0.727 -2.898
H -1.900 1.865 4.180
H -0.663 -2.463 -4.354
C -1.502 1.337 -4.012
H 1.841 -2.010 -1.205
H -1.818 1.989 -3.184
H 2.723 1.127 3.434
H -3.104 -1.463 -2.165
Cl -1.936 2.162 0.772
H 1.918 3.604 3.091
H 0.461 -0.084 -1.479
H 0.704 3.840 4.456
H -2.254 1.408 -4.815
H -1.868 -1.602 -5.349
H -0.592 1.870 5.398
H 1.166 -0.969 -2.895
C -3.007 -0.570 -2.796
H 0.195 4.048 2.715
*
```

- DFT total energy: -1950.8327 Ha
- Kohn-Sham gap: 4.910 eV
- Lowest unoccupied orbital energy: -7.732 eV

Population analysis type Löwdin, resulting atomic charges in e: 0.51 1.19 0.07 0.06 -0.21 -0.25 0.07 0.71 0.05 0.03 0.61 -0.45 0.11 -0.39 -0.29 0.09 -0.23 0.01 0.11 0.10 0.05 -0.28 -0.04 0.11 0.12 0.05 0.07 -0.06 -0.21 0.02 0.06 0.07 -0.03 -0.06 0.08 0.00 0.08 0.07 0.07 0.09 0.03 -0.26 0.07

=====

Density functional theory data (ωB97M-V with the def2-TZVPD basis set) for one molecule with the formula C3H5FO2.

```
! wB97M-V def2-TZVPD RIJCOSX def2/J DEFGRID3
* xyz 0 1
H -1.253 0.441 -2.023
C 0.187 -0.573 1.427
H 1.254 -0.061 -0.978
H -0.360 -1.374 1.849
O -1.679 -0.436 -0.152
H 0.679 1.532 -0.494
H 0.280 0.311 2.102
O -0.372 0.758 -2.068
C 0.333 0.540 -0.869
C -0.535 -0.186 0.129
F 1.467 -0.952 1.078
*
```

- DFT total energy: -367.6284 Ha
- Structure (SMILES): O=C(CO)CF
- Kohn-Sham gap: 11.162 eV
- Lowest unoccupied orbital energy: 0.670 eV

Population analysis type Löwdin, resulting atomic charges in e: 0.06 -0.11 0.13 0.11 0.12 0.15 0.15 -0.03 -0.19 -0.34 -0.04

=====

Density functional theory data (ωB97M-V with the def2-TZVPD basis set) for a 2-piece molecular cluster, C5H9NO overall.

```
! wB97M-V def2-TZVPD RIJCOSX def2/J DEFGRID3
* xyz 0 1
H -0.152 -0.072 -2.160
H 0.255 -1.893 -0.823
H 2.480 -0.088 0.543
H 0.353 1.531 -1.466
H 0.069 -1.908 0.963
C -1.492 -0.716 -0.003
H -1.396 1.173 -1.677
H 1.487 0.011 2.030
C -0.128 -1.341 0.043
C -0.992 0.442 0.653
H 1.688 1.441 0.999
H -2.488 -1.127 -0.084
C 1.584 0.352 0.990
N 0.417 0.018 0.204
C -0.408 0.753 -1.503
O -1.276 1.425 1.291
*
```

- DFT total energy: -325.7264 Ha
- Kohn-Sham gap (alpha / beta): 7.657 / 7.660 eV
- Lowest unoccupied orbital energy (alpha / beta): 0.137 / 0.138 eV

Population analysis type Löwdin, resulting atomic charges in e: 0.07 0.11 0.09 0.06 0.13 -0.05 0.06 0.09 -0.18 -0.53 0.09 0.09 -0.05 -0.20 0.14 0.07

=====

Density functional theory data (ωB97M-V with the def2-TZVPD basis set) for C33H38As2N11O5RbS2 as an isolated structure.

```
! wB97M-V def2-TZVPD RIJCOSX def2/J DEFGRID3
* xyz -2 1
N -16.713 11.035 4.034
N -24.018 9.948 0.135
C -21.690 5.326 1.963
C -20.262 14.061 6.516
H -21.365 15.058 4.874
C -20.061 10.514 -4.303
H -16.915 12.063 -6.313
C -15.312 8.922 -2.959
H -20.007 15.012 8.306
C -19.142 12.023 5.894
N -20.652 14.938 7.534
H -18.455 11.186 6.099
H -18.375 6.037 1.679
H -21.622 6.812 -1.256
C -20.119 15.245 -4.630
O -21.053 10.598 2.785
C -17.101 9.964 -4.122
C -19.012 15.199 -2.468
N -23.244 9.545 -2.080
H -20.930 15.638 -5.243
H -21.110 15.791 7.220
C -19.234 5.626 2.169
C -20.806 14.191 5.197
N -16.687 10.268 1.785
H -19.066 13.671 0.048
H -22.579 4.316 3.623
C -19.429 14.121 -5.049
H -18.829 15.651 -1.526
H -23.934 9.544 1.035
C -19.928 12.014 4.708
C -15.421 10.698 4.139
C -16.438 14.194 -0.785
O -24.903 11.222 -1.973
H -22.757 7.686 0.330
S -19.843 10.596 3.676
As -17.484 12.717 -1.617
C -18.943 12.641 -0.220
H -18.888 12.984 7.821
As -18.362 11.429 -4.457
O -20.486 6.463 0.405
H -17.584 6.610 -4.221
H -19.516 13.755 -6.060
H -18.640 11.997 0.627
C -19.349 13.019 6.825
C -17.331 10.755 2.893
C -18.655 13.443 -4.111
C -15.920 10.096 -3.399
C -14.726 10.193 3.097
H -20.310 16.807 -3.196
C -17.656 8.711 -4.494
H -18.588 12.142 -6.907
N -22.466 8.347 -0.429
H -18.417 8.644 -5.256
C -17.088 7.567 -3.993
H -17.047 14.856 -0.169
H -20.027 9.686 -5.075
C -20.669 13.164 4.301
C -19.881 15.819 -3.393
H -20.247 10.061 -3.305
H -15.041 10.673 5.200
C -18.478 13.965 -2.819
O -23.140 11.386 -3.330
H -18.324 4.909 3.967
H -21.179 13.149 3.312
H -15.913 14.786 -1.572
C -19.261 5.071 3.422
H -14.480 9.006 -2.305
N -18.632 11.040 2.670
C -23.283 9.336 -0.795
H -17.776 10.547 -6.827
N -14.810 5.468 -2.220
C -17.838 11.521 -6.304
H -13.673 9.872 3.178
N -20.440 5.817 1.510
C -21.662 4.756 3.275
H -20.828 11.222 -4.495
O -19.497 9.388 4.445
C -15.909 7.654 -3.191
H -22.461 7.740 -2.284
N -23.816 10.792 -2.444
C -15.436 9.928 1.950
N -21.772 7.759 -1.557
H -20.520 4.373 5.049
H -15.584 11.064 -3.128
H -24.811 10.511 -0.190
C -15.329 6.434 -2.679
C -20.504 4.716 4.024
H -19.904 12.378 -0.635
H -15.723 13.711 -0.121
S -23.033 5.312 0.988
Rb -19.672 9.023 0.757
H -14.916 9.403 1.160
*
```

- DFT total energy: -7550.5215 Ha
- Kohn-Sham gap (alpha / beta): 2.584 / 2.583 eV
- Lowest unoccupied orbital energy (alpha / beta): 3.583 / 3.583 eV

Population analysis type Löwdin, resulting atomic charges in e: 0.12 0.19 -0.76 -0.31 0.10 -0.26 0.02 -0.07 0.08 -0.07 0.07 0.11 0.12 0.03 -0.14 -0.45 -0.41 -0.12 0.14 0.08 0.09 -0.03 -0.05 0.12 -0.01 0.08 -0.16 0.07 0.10 -0.28 -0.16 -0.37 -0.02 0.06 0.58 1.14 -0.30 0.11 1.13 -0.35 0.11 0.06 -0.03 -0.05 -0.51 -0.38 -0.17 -0.11 0.09 -0.18 0.03 -0.06 0.06 -0.07 -0.01 0.02 -0.06 -0.12 0.04 0.12 -0.44 0.02 0.10 0.13 0.02 -0.09 0.08 -0.19 -0.49 0.03 0.07 -0.26 0.10 -0.25 -0.12 -0.01 -0.34 -0.27 0.05 -0.36 -0.16 0.05 0.09 0.04 0.10 -0.23 -0.10 0.01 -0.01 0.57 0.78 0.11

=====

Among the records above, which one has the highest DFT total energy? C5H9NO

=====

The highest DFT total energy belongs to which entry? C5H9NO

=====

Copy entry 5 word for word.
Density functional theory data (ωB97M-V with the def2-TZVPD basis set) for one molecule with the formula C3H5FO2.

```
! wB97M-V def2-TZVPD RIJCOSX def2/J DEFGRID3
* xyz 0 1
H -1.253 0.441 -2.023
C 0.187 -0.573 1.427
H 1.254 -0.061 -0.978
H -0.360 -1.374 1.849
O -1.679 -0.436 -0.152
H 0.679 1.532 -0.494
H 0.280 0.311 2.102
O -0.372 0.758 -2.068
C 0.333 0.540 -0.869
C -0.535 -0.186 0.129
F 1.467 -0.952 1.078
*
```

- DFT total energy: -367.6284 Ha
- Structure (SMILES): O=C(CO)CF
- Kohn-Sham gap: 11.162 eV
- Lowest unoccupied orbital energy: 0.670 eV

Population analysis type Löwdin, resulting atomic charges in e: 0.06 -0.11 0.13 0.11 0.12 0.15 0.15 -0.03 -0.19 -0.34 -0.04

=====

What is the DFT total energy in the third record? -381.9316 Ha